Entry 1:
C14H19N3OReSSbSe4Si | ωB97M-V/def2-TZVPD

Structure (ORCA input):
```
! wB97M-V def2-TZVPD RIJCOSX def2/J DEFGRID3
* xyz 1 2
Re 1.027 -0.011 -0.228
C 2.662 -1.802 2.758
C 1.353 -1.098 2.915
C 0.683 -1.031 4.134
C -0.512 -0.342 4.222
C -1.062 0.282 3.104
C -0.354 0.170 1.930
N 0.817 -0.492 1.861
N -0.609 0.674 0.643
Si -2.193 1.281 0.066
C -2.605 2.866 0.907
C -2.048 1.550 -1.750
C -3.408 -0.054 0.450
H 2.655 -2.746 3.302
H 3.469 -1.185 3.163
H 2.883 -1.990 1.710
H 1.113 -1.518 4.999
H -1.027 -0.281 5.172
H -1.992 0.831 3.150
H -1.874 3.638 0.656
H -2.651 2.779 1.995
H -3.587 3.207 0.562
H -1.113 2.054 -2.004
H -2.876 2.179 -2.090
H -2.099 0.605 -2.300
H -3.672 -0.084 1.510
H -2.987 -1.024 0.175
H -4.334 0.089 -0.115
O 0.885 0.613 -2.170
N 0.586 -0.304 -3.121
C 0.426 0.180 -4.371
C 0.138 -0.672 -5.399
C 0.021 -2.037 -5.137
C 0.196 -2.497 -3.852
C 0.481 -1.605 -2.820
S 0.699 -2.093 -1.155
H 0.545 1.250 -4.459
H 0.011 -0.271 -6.394
H -0.202 -2.731 -5.936
H 0.119 -3.548 -3.608
Se 2.989 2.071 2.575
Sb 5.449 1.316 1.792
Se 2.394 2.014 0.323
Se 3.528 0.110 -0.443
Se 6.077 -0.342 3.279
*
```

## Properties
HOMO-LUMO gap (alpha / beta): 6.4 / 6.5 eV
HOMO level (alpha / beta): -0.396 / -0.399 Ha

---

Entry 2:
C2H4NO2S | ωB97M-V/def2-TZVPD

Structure (ORCA input):
```
! wB97M-V def2-TZVPD RIJCOSX def2/J DEFGRID3
* xyz 1 1
C -0.359 0.672 0.125
C 1.061 0.187 0.400
N -1.012 -0.231 -0.842
O -2.161 -0.378 -0.874
O -0.113 -1.942 -0.373
S 1.240 -1.603 -0.125
H -1.089 0.677 1.041
H -0.399 1.510 -0.546
H 1.565 0.856 -0.266
H 1.266 0.251 1.460
*
```

## Properties
HOMO-LUMO gap (alpha / beta): 6.2 / 4.6 eV
HOMO level (alpha / beta): -0.522 / -0.494 Ha

---

Entry 3:
C51H42BrHfN6O3P2 | ωB97M-V/def2-TZVPD

Structure (ORCA input):
```
! wB97M-V def2-TZVPD RIJCOSX def2/J DEFGRID3
* xyz 1 1
Hf 15.881 13.364 10.967
Br 10.792 10.910 17.389
C 9.781 11.213 15.875
C 9.005 12.327 15.636
C 8.751 12.672 14.295
C 9.373 11.882 13.251
C 9.837 10.536 13.538
C 10.052 10.272 14.873
N 9.783 12.451 12.071
N 9.910 13.732 11.992
C 10.746 14.152 11.005
C 11.074 15.549 11.100
C 12.363 15.990 10.878
C 13.323 14.991 10.562
O 14.616 15.132 10.849
C 12.898 13.686 10.230
N 13.952 12.832 9.870
C 13.621 11.816 9.039
C 12.332 11.414 8.886
C 11.268 12.089 9.520
C 11.549 13.265 10.238
H 8.560 12.912 16.453
H 8.288 13.584 13.996
H 10.156 9.884 12.696
H 10.371 9.254 15.209
H 10.286 16.006 11.684
H 12.614 17.074 10.896
H 14.398 11.402 8.383
H 12.091 10.573 8.262
H 10.267 11.611 9.664
C 15.635 14.160 15.252
C 15.886 14.065 13.759
N 15.172 13.229 12.994
O 13.899 12.840 13.555
C 17.023 14.803 13.256
C 17.778 15.821 14.111
N 17.659 14.357 12.169
O 17.462 14.886 10.802
H 15.017 13.330 15.579
H 15.085 15.116 15.527
H 16.581 14.159 15.853
H 13.880 11.886 13.368
H 18.875 15.623 14.280
H 17.365 16.135 15.111
H 17.830 16.718 13.501
N 16.392 6.982 13.560
C 16.636 7.915 12.892
C 16.896 8.962 12.016
C 17.473 10.152 12.550
C 17.683 11.284 11.804
C 16.941 11.369 10.648
C 16.478 10.204 9.976
C 16.524 8.961 10.678
H 17.740 10.139 13.592
H 18.338 12.046 12.177
H 16.069 10.194 8.991
H 16.356 8.084 10.110
C 23.952 13.672 10.855
P 22.734 12.278 11.260
C 23.749 11.168 12.255
C 24.775 11.585 13.128
C 25.508 10.612 13.789
C 25.190 9.220 13.692
C 24.043 8.848 12.975
C 23.357 9.811 12.294
C 22.747 11.272 9.756
C 23.939 10.992 9.141
C 24.065 10.019 8.111
C 22.853 9.596 7.512
C 21.639 9.914 8.170
C 21.588 10.733 9.267
P 23.157 15.292 11.292
C 24.538 16.417 11.546
C 25.846 16.031 11.868
C 26.800 16.994 12.168
C 26.448 18.310 12.322
C 25.117 18.757 11.972
C 24.184 17.813 11.532
C 22.639 15.761 9.659
C 23.455 15.998 8.565
C 22.918 16.125 7.280
C 21.539 16.115 7.096
C 20.719 15.959 8.217
C 21.207 15.748 9.458
H 24.281 13.645 9.829
H 24.841 13.518 11.481
H 24.882 12.608 13.389
H 26.387 10.901 14.329
H 25.625 8.592 14.435
H 23.707 7.789 13.009
H 22.377 9.574 11.897
H 24.846 11.448 9.510
H 25.053 9.600 7.869
H 22.858 9.004 6.616
H 20.687 9.407 7.874
H 20.671 10.840 9.891
H 26.136 14.965 11.848
H 27.846 16.711 12.286
H 27.139 19.017 12.746
H 24.807 19.776 12.079
H 23.133 17.970 11.306
H 24.540 16.112 8.710
H 23.561 16.160 6.372
H 21.067 16.243 6.070
H 19.641 15.928 8.046
H 20.487 15.528 10.265
*
```

## Properties
HOMO-LUMO gap (alpha / beta): 3.5 / 3.5 eV
HOMO level (alpha / beta): -0.348 / -0.348 Ha

---

Entry 4:
H4NO3SSi | ωB97M-V/def2-TZVPD

Structure (ORCA input):
```
! wB97M-V def2-TZVPD RIJCOSX def2/J DEFGRID3
* xyz -1 1
N -1.929 -0.023 0.765
O 1.365 0.544 -1.109
O 2.198 -1.385 0.461
O 1.657 0.995 1.344
Si -0.283 0.234 -0.931
S 1.328 -0.132 0.406
H -2.395 -0.919 0.494
H -1.103 -0.077 1.307
H -0.278 -0.806 -1.912
H -0.560 1.569 -0.824
*
```

## Properties
HOMO-LUMO gap: 8.2 eV
HOMO level: -0.161 Ha

---

Entry 5:
C51H69AsBaBrN8O3S | ωB97M-V/def2-TZVPD

Structure (ORCA input):
```
! wB97M-V def2-TZVPD RIJCOSX def2/J DEFGRID3
* xyz 1 1
Ba 0.513 0.318 0.388
O -3.347 1.058 1.868
C -4.018 -0.007 2.408
C -5.346 0.142 2.795
C -6.036 -0.930 3.330
C -5.411 -2.163 3.479
C -4.088 -2.302 3.097
C -3.372 -1.239 2.559
C -1.906 -1.380 2.207
O -1.543 -0.495 1.205
N -1.105 -1.120 3.412
N 0.212 -1.378 3.171
C 1.140 -0.779 3.821
C 1.054 0.275 4.835
Br 2.583 1.418 4.789
C 0.066 0.444 5.714
C -0.050 1.505 6.731
C 0.928 1.692 7.704
C 0.783 2.689 8.656
C -0.334 3.511 8.640
C -1.315 3.326 7.676
C -1.179 2.321 6.732
H -2.532 0.598 1.458
H -5.815 1.110 2.664
H -7.069 -0.804 3.629
H -5.950 -3.003 3.895
H -3.587 -3.255 3.223
H -1.666 -2.412 1.924
H -1.279 -0.182 3.780
H 2.150 -1.100 3.576
H -0.729 -0.295 5.671
H 1.798 1.049 7.718
H 1.544 2.825 9.413
H -0.443 4.290 9.383
H -2.190 3.962 7.666
H -1.949 2.176 5.983
C 2.484 -6.670 -2.506
C 2.022 -6.527 -1.049
C 0.719 -7.313 -0.842
C 3.100 -7.110 -0.137
C 1.751 -5.060 -0.746
C 2.348 -4.374 0.303
C 2.045 -3.035 0.497
N 1.188 -2.362 -0.257
C 0.558 -3.012 -1.239
C 0.841 -4.342 -1.523
C -0.492 -2.280 -2.009
C -1.469 -2.980 -2.705
C -2.484 -2.311 -3.384
C -2.455 -0.925 -3.330
C -1.460 -0.290 -2.604
N -0.491 -0.943 -1.976
C -3.550 -3.099 -4.133
C -4.196 -4.116 -3.182
C -4.647 -2.190 -4.687
C -2.879 -3.838 -5.299
H 2.676 -7.721 -2.729
H 3.404 -6.112 -2.684
H 1.731 -6.317 -3.212
H 0.893 -8.374 -1.030
H -0.066 -6.979 -1.522
H 0.352 -7.204 0.180
H 3.288 -8.147 -0.415
H 2.794 -7.103 0.911
H 4.044 -6.568 -0.226
H 3.051 -4.854 0.966
H 2.517 -2.488 1.307
H 0.353 -4.828 -2.354
H -1.465 -4.059 -2.692
H -3.211 -0.327 -3.817
H -1.436 0.793 -2.538
H -4.615 -3.623 -2.303
H -3.486 -4.871 -2.843
H -5.004 -4.637 -3.697
H -5.143 -1.627 -3.895
H -5.404 -2.798 -5.183
H -4.259 -1.486 -5.426
H -2.107 -4.524 -4.948
H -2.417 -3.138 -5.998
H -3.621 -4.422 -5.845
C -4.237 3.606 0.449
C -2.839 4.117 0.417
C -2.415 5.176 -0.331
C -1.071 5.588 -0.194
N -0.210 4.975 0.590
C -0.612 3.900 1.300
S 0.438 3.070 2.320
N -1.926 3.506 1.211
C -0.584 6.779 -0.957
H -4.805 4.011 -0.385
H -4.716 3.922 1.378
H -4.252 2.517 0.429
H -3.102 5.698 -0.980
H -2.227 2.717 1.783
H -0.834 6.681 -2.015
H 0.490 6.891 -0.830
H -1.078 7.681 -0.591
C 5.678 -1.176 1.856
C 5.416 0.317 1.691
As 3.737 0.637 0.744
C 3.829 2.587 0.453
C 4.985 3.090 -0.396
C 4.211 -0.035 -1.060
C 3.282 0.399 -2.192
H 6.643 -1.362 2.328
H 5.681 -1.698 0.897
H 4.914 -1.637 2.486
H 6.238 0.817 1.177
H 5.299 0.794 2.666
H 3.866 3.008 1.460
H 2.861 2.906 0.056
H 5.949 2.757 -0.010
H 5.007 4.182 -0.410
H 4.915 2.751 -1.431
H 4.229 -1.123 -0.978
H 5.230 0.292 -1.280
H 2.237 0.074 -2.118
H 3.648 0.003 -3.142
H 3.256 1.487 -2.285
N 0.502 2.535 -1.498
C 0.675 3.190 -2.436
N 0.885 3.929 -3.499
C 2.060 4.817 -3.519
C 1.760 5.978 -4.450
O 1.377 5.506 -5.725
C 0.190 4.743 -5.664
C 0.399 3.500 -4.815
H 2.931 4.263 -3.882
H 2.253 5.158 -2.502
H 2.644 6.596 -4.592
H 0.961 6.597 -4.021
H -0.065 4.469 -6.685
H -0.626 5.345 -5.243
H 1.139 2.847 -5.289
H -0.530 2.948 -4.685
*
```

## Properties
HOMO-LUMO gap: 7.9 eV
HOMO level: -0.366 Ha

---

Entry 6:
C42H40AlN4OP2S2Te | ωB97M-V/def2-TZVPD

Structure (ORCA input):
```
! wB97M-V def2-TZVPD RIJCOSX def2/J DEFGRID3
* xyz 1 1
Al 1.594 -0.721 0.581
S 4.029 -0.729 0.773
C 3.353 -0.547 2.328
N 2.024 -0.619 2.436
C 1.572 -0.465 3.743
C 0.252 -0.504 4.174
C -0.004 -0.315 5.520
C 1.036 -0.092 6.426
C 2.352 -0.058 6.003
C 2.610 -0.247 4.651
S 4.149 -0.251 3.826
H -0.548 -0.684 3.469
H -1.025 -0.341 5.877
H 0.810 0.054 7.473
H 3.156 0.111 6.706
Te -1.455 3.164 0.800
C -2.735 3.341 -0.881
C -3.966 2.699 -0.887
C -4.706 2.688 -2.063
N -4.303 3.262 -3.194
C -3.143 3.914 -3.164
C -2.331 3.991 -2.040
C -0.323 1.546 0.187
P -0.720 -0.131 -0.111
C -0.987 -0.456 -1.897
C -0.406 -1.542 -2.537
C -0.584 -1.745 -3.901
C -1.354 -0.858 -4.636
C -1.947 0.230 -4.005
C -1.759 0.431 -2.648
C -2.325 -0.583 0.609
C -2.647 -0.123 1.886
C -3.843 -0.485 2.485
C -4.731 -1.316 1.811
C -4.422 -1.770 0.536
C -3.226 -1.403 -0.066
P 1.391 1.600 -0.049
C 2.133 2.892 0.974
C 2.764 4.000 0.421
C 3.271 4.993 1.246
C 3.153 4.884 2.624
C 2.518 3.782 3.182
C 2.008 2.791 2.359
C 1.929 1.954 -1.745
C 1.019 2.459 -2.667
C 1.407 2.682 -3.980
C 2.706 2.400 -4.376
C 3.620 1.894 -3.459
C 3.233 1.667 -2.147
H -4.336 2.188 -0.008
H -5.663 2.178 -2.099
H -2.843 4.400 -4.086
H -1.400 4.541 -2.080
H 0.193 -2.242 -1.974
H -0.119 -2.593 -4.389
H -1.492 -1.011 -5.698
H -2.556 0.926 -4.568
H -2.210 1.285 -2.168
H -1.976 0.559 2.393
H -4.091 -0.110 3.469
H -5.666 -1.599 2.275
H -5.120 -2.400 0.001
H -3.002 -1.745 -1.070
H 2.862 4.090 -0.654
H 3.755 5.857 0.811
H 3.551 5.660 3.264
H 2.415 3.696 4.257
H 1.483 1.952 2.798
H 0.001 2.653 -2.355
H 0.693 3.071 -4.695
H 3.010 2.573 -5.400
H 4.634 1.676 -3.768
H 3.950 1.282 -1.430
C -0.492 -3.232 1.880
N -0.246 -3.811 0.565
C -1.404 -4.438 -0.065
C 0.881 -3.520 -0.105
O 1.567 -2.484 0.177
N 1.323 -4.326 -1.080
C 1.005 -5.749 -1.131
C 2.454 -3.916 -1.908
H -0.985 -3.983 2.496
H -1.139 -2.356 1.809
H 0.449 -2.967 2.356
H -2.272 -3.803 0.125
H -1.600 -5.431 0.340
H -1.262 -4.503 -1.140
H 0.504 -6.060 -0.220
H 1.941 -6.302 -1.211
H 0.382 -5.992 -1.992
H 2.531 -2.835 -1.949
H 2.301 -4.300 -2.916
H 3.386 -4.320 -1.509
*
```

## Properties
HOMO-LUMO gap: 7.5 eV
HOMO level: -0.352 Ha

---

Energy relative to the best compared isomer or geometry (same formula, charge and spin) values, unit kJ/mol, following the record order: 0.0, 403.6, 532.8, 202.9, 0.0, 37.5.
Total energy values, unit a.u., following the record order: -11396.2405, -681.5106, -5827.0449, -970.5342, -7881.9395, -3908.2318.